Entry 1:
An isolated molecule of C5H10N4 in a non-equilibrium geometry, computed with the ωB97M-V functional and the def2-TZVPD basis.

The total energy is -415.41296 Ha. The SMILES is [H]/N=C1/NNC=N[C@@H]1CC. As for the energy relative to the best compared isomer or geometry (same formula, charge and spin): 377.80 kJ/mol. The value obtained for the gap between HOMO and LUMO is 9.86 eV.

```
! wB97M-V def2-TZVPD RIJCOSX def2/J DEFGRID3
* xyz 0 1
H -1.370 2.200 -0.193
N -0.342 2.162 -0.294
C 0.142 1.039 0.257
N 1.633 0.956 0.178
N 2.164 -0.343 -0.549
C 1.292 -1.372 -0.134
N 0.105 -1.486 0.279
C -0.472 -0.182 0.937
C -1.925 -0.286 0.527
C -2.142 -0.513 -0.948
H 2.049 1.779 -0.254
H 3.187 -0.451 -0.029
H 1.802 -2.300 -0.333
H -0.210 -0.139 1.903
H -2.632 0.589 0.830
H -2.548 -1.009 0.993
H -3.276 -0.471 -1.317
H -1.619 0.247 -1.594
H -1.673 -1.575 -1.139
*
```

Entry 2:
A structure of composition C34H43BClN10O6S2Sm in a non-equilibrium geometry, computed with the ωB97M-V functional and the def2-TZVPD basis.

The total energy is -4259.79766 Ha. As for the expectation value of S²: 8.757. As for the energy relative to the best compared isomer or geometry (same formula, charge and spin): 0.00 kJ/mol. The value obtained for the gap between HOMO and LUMO (alpha / beta) is 7.95 / 7.95 eV.

```
! wB97M-V def2-TZVPD RIJCOSX def2/J DEFGRID3
* xyz 0 6
Sm 0.533 -1.002 0.630
C 5.361 -0.542 2.572
C 4.469 -1.555 1.843
C 3.268 -1.935 2.701
C 4.077 -1.045 0.478
C 4.947 -0.462 -0.449
C 4.204 -0.321 -1.598
N 2.972 -0.783 -1.371
N 2.862 -1.209 -0.081
B 1.984 -1.165 -2.503
N 1.282 0.049 -3.123
C 0.353 -0.037 -4.102
C 0.090 1.237 -4.544
C 0.929 2.061 -3.760
N 1.641 1.326 -2.920
C 1.096 3.556 -3.838
C -0.172 4.242 -4.348
C 1.504 4.133 -2.479
N 0.956 -2.230 -1.963
C 1.056 -3.529 -2.282
C -0.153 -4.141 -2.048
C -0.990 -3.128 -1.561
N -0.304 -1.971 -1.491
C -2.465 -3.242 -1.268
C -3.228 -2.071 -1.891
C -3.003 -4.579 -1.774
H 5.600 -0.906 3.572
H 4.846 0.413 2.662
H 6.295 -0.382 2.033
H 5.058 -2.463 1.678
H 2.633 -1.055 2.842
H 3.607 -2.280 3.678
H 2.703 -2.742 2.241
H 5.978 -0.190 -0.304
H 4.480 0.058 -2.568
H 2.607 -1.713 -3.375
H -0.026 -0.993 -4.432
H -0.595 1.530 -5.321
H 1.901 3.772 -4.550
H -1.010 4.048 -3.676
H -0.440 3.892 -5.346
H -0.011 5.320 -4.401
H 1.689 5.207 -2.561
H 2.405 3.636 -2.118
H 0.713 3.968 -1.747
H 1.968 -3.937 -2.684
H -0.386 -5.181 -2.192
H -2.613 -3.204 -0.189
H -2.925 -1.928 -2.931
H -3.029 -1.160 -1.334
H -4.302 -2.263 -1.865
H -2.853 -4.672 -2.851
H -4.071 -4.646 -1.566
H -2.507 -5.411 -1.274
O -0.769 2.802 1.054
S -0.928 1.570 0.321
O 0.243 1.047 -0.385
N -1.297 0.340 1.239
C -2.011 0.437 2.420
C -3.208 1.100 2.572
C -3.906 1.059 3.789
C -3.420 0.350 4.850
C -2.173 -0.305 4.750
C -1.604 -1.029 5.819
C -0.366 -1.576 5.660
C 0.322 -1.383 4.450
N -0.173 -0.746 3.412
C -1.435 -0.232 3.544
C -2.217 1.884 -0.847
C -3.120 2.905 -0.576
C -4.162 3.133 -1.458
C -4.291 2.339 -2.592
C -3.383 1.323 -2.847
C -2.332 1.092 -1.972
H -3.627 1.627 1.725
H -4.848 1.585 3.875
H -3.972 0.279 5.779
H -2.154 -1.138 6.746
H 0.106 -2.157 6.441
H 1.322 -1.778 4.354
H -2.986 3.508 0.312
H -4.868 3.930 -1.264
H -5.106 2.523 -3.281
H -3.487 0.708 -3.732
H -1.600 0.317 -2.150
O -0.704 -4.888 1.096
Cl -0.156 -3.669 1.548
O 0.240 -3.741 2.911
O 1.007 -3.305 0.749
O -1.104 -2.584 1.378
N 1.840 3.962 1.896
C 1.651 2.725 2.386
N 0.917 2.597 3.509
S 2.472 1.417 1.739
H 1.140 4.663 2.080
H 2.259 3.999 0.981
H 0.204 3.284 3.700
H 0.692 1.650 3.767
*
```